16
Properties=species:S:1:pos:R:3 method="wB97M-V/def2-TZVPD" spin_multiplicity=1 e_lumo_ev=1.2 largest_force_ev_per_a=0.254 mol_weight_g_mol=82.146 homo_lumo_gap_ev=10.3119 e_homo_ev=-9.07 energy_ha=-234.5959
C -0.07 1.59 1.18
C -0.53 0.24 0.60
C -0.62 0.22 -0.96
C 0.22 -0.98 -1.45
C 0.87 -1.51 -0.20
C 0.46 -0.87 0.89
H 1.02 1.69 1.13
H -0.37 1.70 2.22
H -0.51 2.43 0.61
H -1.51 -0.01 1.03
H -1.66 0.14 -1.28
H -0.23 1.16 -1.37
H 0.97 -0.68 -2.20
H -0.40 -1.75 -1.93
H 1.58 -2.32 -0.21
H 0.80 -1.08 1.90